Molecular formula: C45H38N2OPSSbSr
Method: DFT, ωB97M-V/def2-TZVPD

The geometry in ORCA input format:
```
! RIJCOSX wB97M-V def2-TZVPD def2/J DEFGRID3
* xyz 2 1
Sr -0.85 -0.86 0.00
N -0.63 -0.64 2.76
C -1.77 -1.21 3.35
C -2.22 -0.74 4.59
C -3.31 -1.27 5.22
C -4.02 -2.35 4.66
C -3.61 -2.91 3.47
C -4.16 -4.04 2.94
C -3.66 -4.61 1.80
C -2.66 -3.98 1.10
N -2.11 -2.80 1.55
C -2.47 -2.25 2.71
H -0.43 0.38 2.98
H 0.22 -1.18 2.91
H -1.56 -0.10 5.21
H -3.65 -0.83 6.17
H -4.90 -2.73 5.15
H -4.97 -4.52 3.54
H -4.01 -5.54 1.40
H -2.18 -4.51 0.26
O -0.87 1.69 0.15
P -0.95 3.24 0.05
C -1.53 3.96 -1.52
C -0.72 4.68 -2.35
C -1.07 4.82 -3.72
C -2.33 4.41 -4.13
C -3.22 3.93 -3.18
C -2.87 3.73 -1.86
C 0.72 3.74 0.20
C 1.70 2.95 -0.33
C 3.05 3.41 -0.52
C 3.38 4.74 -0.25
C 2.34 5.58 0.15
C 1.09 5.06 0.46
C -1.89 4.12 1.30
C -2.72 5.23 1.04
C -3.44 5.84 2.10
C -3.38 5.34 3.39
C -2.43 4.36 3.72
C -1.75 3.74 2.69
H 0.20 5.21 -1.98
H -0.37 5.21 -4.42
H -2.61 4.41 -5.17
H -4.28 3.81 -3.42
H -3.64 3.54 -1.12
H 1.42 1.94 -0.67
H 3.78 2.73 -0.97
H 4.37 5.13 -0.40
H 2.59 6.64 0.41
H 0.36 5.68 1.03
H -2.80 5.64 0.01
H -4.06 6.74 1.93
H -4.05 5.76 4.15
H -2.18 4.11 4.72
H -1.04 2.97 2.97
S 2.09 -1.51 0.54
Sb 2.40 -2.78 -1.38
C 0.74 -1.95 -2.43
C -0.31 -2.78 -2.85
C -1.58 -2.22 -3.02
C -1.73 -0.80 -2.95
C -0.59 0.05 -2.82
C 0.66 -0.56 -2.50
C 4.49 -2.29 -1.77
C 5.13 -1.28 -1.11
C 6.34 -0.70 -1.56
C 7.03 -1.28 -2.62
C 6.50 -2.43 -3.18
C 5.31 -3.02 -2.68
C 1.98 -4.78 -0.61
C 1.73 -5.01 0.77
C 1.53 -6.31 1.20
C 1.55 -7.38 0.27
C 1.76 -7.12 -1.08
C 1.99 -5.81 -1.50
H -0.19 -3.85 -2.88
H -2.41 -2.91 -3.12
H -2.69 -0.34 -3.01
H -0.63 1.12 -2.74
H 1.51 0.01 -2.14
H 4.63 -0.91 -0.22
H 6.74 0.10 -0.99
H 8.00 -0.91 -2.92
H 6.98 -3.07 -3.88
H 5.06 -4.05 -2.96
H 1.84 -4.22 1.52
H 1.26 -6.52 2.20
H 1.33 -8.36 0.62
H 1.63 -7.96 -1.83
H 2.10 -5.58 -2.59
*
```

The value obtained for the gap between HOMO and LUMO is 7.7228 eV. Its lowest unoccupied orbital energy is -5.4 eV. The HOMO energy is -13.09 eV. Its total energy is -79795.219 eV. Its energy above the lowest of the compared OMol25 structures with the same formula, charge and spin is 12.5 kcal/mol.